No. 1
82
Properties=species:S:1:pos:R:3:forces:R:3 method="wB97M-V/def2-TZVPD" homo_ev="-3.503 / -3.616" spin_multiplicity=4 charge=-1 e_above_lowest_ev=0.004 mol_weight_g_mol=1045.819
Tc -1.528 0.928 -0.046 0.18 -1.08 -0.35
C 1.194 5.215 0.380 -0.06 -0.08 0.00
C 0.798 4.166 1.425 -0.01 0.09 0.03
C 0.746 4.827 2.810 -0.03 -0.03 -0.03
C 1.740 2.974 1.441 -0.01 -0.06 0.01
C 3.104 3.237 1.457 0.03 -0.03 0.05
C 4.030 2.215 1.542 0.00 0.03 -0.02
C 3.581 0.913 1.635 0.03 -0.01 -0.01
C 2.224 0.591 1.634 0.04 -0.08 -0.04
C 1.914 -0.900 1.758 -0.15 -0.01 -0.10
C 0.903 -1.288 2.836 -0.01 0.06 -0.02
C 1.510 -1.490 0.407 0.24 0.07 0.26
C 1.284 1.636 1.500 0.03 0.04 0.01
N -0.123 1.391 1.489 -0.28 0.04 0.07
C -0.761 1.716 2.663 0.11 0.05 0.07
C -0.153 1.828 3.932 -0.09 -0.25 -0.13
C -0.887 2.103 5.074 -0.03 -0.01 0.08
C -2.259 2.313 5.023 0.03 0.02 0.03
C -2.887 2.282 3.782 -0.08 0.02 -0.10
C -2.133 2.007 2.674 0.15 0.07 0.03
F -2.744 2.080 1.432 -0.17 0.11 0.36
H 0.385 5.937 0.259 0.01 0.02 0.01
H 1.378 4.752 -0.587 0.00 0.00 -0.04
H 2.089 5.763 0.686 -0.01 0.01 -0.02
H -0.207 3.821 1.184 0.02 -0.08 -0.05
H 1.733 5.211 3.082 0.00 0.02 0.00
H 0.430 4.122 3.578 0.02 0.13 -0.03
H 0.042 5.663 2.803 0.02 0.02 0.00
H 3.448 4.263 1.416 -0.01 0.00 -0.03
H 5.092 2.433 1.544 0.00 -0.01 0.01
H 4.305 0.109 1.719 -0.02 -0.02 0.01
H 2.862 -1.369 2.041 0.03 0.05 0.05
H -0.097 -0.948 2.577 0.02 0.07 0.04
H 1.169 -0.870 3.807 0.00 0.05 0.07
H 0.884 -2.377 2.932 -0.01 0.01 -0.01
H 0.640 -0.976 0.006 0.21 -0.14 0.17
H 1.274 -2.554 0.498 0.02 -0.02 -0.01
H 2.327 -1.375 -0.308 -0.05 -0.04 0.04
H 0.918 1.697 3.995 0.05 -0.06 0.03
H -0.372 2.165 6.025 0.01 -0.01 -0.01
H -2.827 2.531 5.917 0.01 -0.01 0.00
H -3.943 2.488 3.663 0.01 0.00 -0.01
Se -3.730 0.589 -1.284 0.27 -0.02 0.09
Te -3.434 0.934 -3.771 0.02 0.00 0.02
Te -0.935 2.045 -3.854 -0.06 -0.09 -0.02
Se -0.776 2.724 -1.443 0.18 0.47 -0.07
C -2.617 -1.830 3.864 0.03 0.00 -0.02
N -2.456 -2.496 2.586 -0.09 0.07 -0.04
C -2.255 -1.815 1.426 -0.05 -0.16 0.07
N -2.162 -2.529 0.294 -0.02 0.03 0.04
O -2.168 -0.575 1.454 -0.05 0.17 -0.13
H -3.599 -2.034 4.295 0.00 0.00 -0.01
H -2.523 -0.758 3.703 0.02 0.00 0.01
H -1.843 -2.144 4.565 0.00 0.01 0.00
H -2.551 -3.494 2.542 0.01 -0.01 0.00
H -2.148 -3.532 0.304 0.04 -0.01 -0.02
H -1.857 -2.038 -0.542 0.01 0.01 -0.03
C -0.736 -0.375 -1.336 -0.53 0.54 -0.16
C -0.452 -1.137 -2.265 0.01 -0.18 -0.04
C -0.107 -1.957 -3.330 0.16 0.32 0.16
C -0.990 -3.028 -3.739 -0.12 -0.22 -0.09
C -0.564 -4.084 -4.566 0.02 0.10 0.09
C -1.436 -5.086 -4.954 -0.04 -0.04 0.01
C -2.762 -5.073 -4.537 0.00 0.01 -0.03
C -3.194 -4.053 -3.694 0.00 -0.06 0.00
C -2.324 -3.060 -3.287 0.01 0.08 0.03
C 1.138 -1.615 -4.034 0.01 0.00 -0.09
C 1.248 -1.676 -5.429 -0.02 -0.04 0.04
C 2.407 -1.268 -6.069 0.05 0.01 -0.05
C 3.485 -0.786 -5.340 0.00 0.00 0.03
C 3.384 -0.703 -3.957 0.01 0.00 -0.04
C 2.229 -1.111 -3.315 -0.04 0.00 0.04
H 0.468 -4.120 -4.886 0.01 0.00 -0.03
H -1.077 -5.891 -5.585 0.00 0.02 -0.02
H -3.449 -5.840 -4.868 0.01 -0.02 0.03
H -4.225 -4.023 -3.365 0.01 0.00 0.03
H -2.679 -2.267 -2.638 -0.02 0.08 -0.10
H 0.401 -2.008 -6.016 -0.01 -0.02 0.00
H 2.463 -1.305 -7.151 -0.02 -0.02 0.00
H 4.390 -0.468 -5.843 -0.01 0.02 -0.01
H 4.208 -0.305 -3.376 0.00 -0.02 0.01
H 2.145 -1.036 -2.238 -0.01 0.06 -0.13



No. 2
101
Properties=species:S:1:pos:R:3:forces:R:3 method="wB97M-V/def2-TZVPD" homo_ev=-6.661 spin_multiplicity=1 e_above_lowest_ev=1.402 mol_weight_g_mol=881.421
Mg 1.799 1.750 -0.862 0.89 0.03 -0.38
N 6.208 -2.349 -2.652 0.16 -0.16 -0.11
C 5.285 -1.374 -2.458 -0.41 0.27 0.25
C 3.909 -1.633 -2.544 0.22 0.06 -0.02
C 3.013 -0.627 -2.254 0.06 -0.75 -0.38
N 3.374 0.597 -1.872 -0.65 0.29 0.18
C 4.679 0.858 -1.826 0.56 0.11 -0.02
C 5.659 -0.069 -2.105 -0.15 -0.04 -0.05
H 5.920 -3.208 -3.090 0.08 0.04 0.01
H 7.176 -2.092 -2.739 -0.06 -0.08 -0.05
H 3.554 -2.612 -2.835 -0.11 -0.02 -0.04
H 1.947 -0.797 -2.343 0.02 -0.11 0.00
H 4.959 1.868 -1.561 -0.02 0.04 0.11
H 6.705 0.201 -2.043 0.00 0.08 0.02
F 3.660 1.055 5.271 -0.03 -0.01 -0.02
C 3.488 1.576 4.025 0.06 0.05 -0.10
C 4.151 1.005 2.954 -0.03 0.02 0.47
C 3.989 1.553 1.699 -0.07 0.04 0.02
C 3.162 2.661 1.480 0.24 0.28 0.10
C 2.971 3.222 0.145 -0.11 0.06 -0.24
C 2.504 3.201 2.590 -0.03 -0.11 -0.03
C 2.661 2.669 3.855 0.07 -0.26 0.18
H 4.780 0.144 3.117 0.10 -0.10 0.04
H 4.510 1.107 0.861 0.05 -0.03 -0.05
H 3.921 3.343 -0.371 0.15 0.09 -0.09
H 2.480 4.193 0.202 -0.02 0.12 -0.09
H 1.861 4.061 2.453 0.00 0.07 -0.02
H 2.153 3.098 4.705 -0.03 0.04 0.16
S -0.249 -1.626 -4.803 -0.03 0.13 -0.08
P -0.984 -1.713 -2.991 -0.10 -0.17 -0.11
S -0.385 -0.346 -1.637 0.00 0.16 -0.50
C -0.660 -3.395 -2.338 0.06 0.37 -0.18
C 0.466 -3.678 -1.581 -0.07 0.08 -0.02
C 0.737 -4.986 -1.215 0.15 -0.10 0.06
C -0.105 -6.010 -1.613 0.03 -0.10 0.03
C -1.212 -5.730 -2.399 -0.06 -0.15 0.02
C -1.485 -4.427 -2.764 -0.05 0.05 0.00
C -2.814 -1.667 -2.921 0.36 0.15 -0.16
C -3.434 -1.936 -1.708 0.09 0.05 -0.03
C -4.812 -1.917 -1.620 -0.07 -0.10 0.08
C -5.571 -1.635 -2.746 -0.09 0.12 -0.05
C -4.950 -1.349 -3.951 -0.18 0.00 -0.07
C -3.569 -1.362 -4.040 0.18 -0.02 -0.04
H 1.120 -2.870 -1.277 0.03 0.03 0.03
H 1.613 -5.212 -0.620 0.05 0.00 0.05
H 0.101 -7.030 -1.320 0.05 -0.06 0.02
H -1.858 -6.530 -2.731 -0.04 -0.05 -0.01
H -2.335 -4.200 -3.393 -0.07 -0.04 -0.02
H -2.813 -2.156 -0.852 -0.06 -0.04 0.14
H -5.306 -2.141 -0.684 0.02 0.01 0.10
H -6.649 -1.624 -2.682 -0.09 -0.03 0.01
H -5.544 -1.133 -4.828 -0.04 0.04 -0.03
H -3.060 -1.147 -4.970 0.02 -0.02 -0.08
O 0.185 2.817 -1.392 1.10 0.01 -1.15
S -0.779 2.378 -0.352 -2.95 1.42 1.06
C -0.950 3.853 0.695 0.21 -0.30 0.16
C -0.890 5.115 0.128 0.05 -0.01 -0.17
C -0.935 6.232 0.944 -0.03 -0.04 -0.11
C -1.038 6.083 2.319 0.00 -0.04 0.12
C -1.102 4.819 2.881 -0.10 0.09 0.04
C -1.057 3.699 2.067 0.02 -0.21 -0.10
C -2.412 2.547 -1.100 0.15 -0.34 -0.02
C -2.531 2.754 -2.460 0.37 -0.02 0.04
C -3.794 2.780 -3.029 -0.10 0.04 0.02
C -4.916 2.610 -2.235 -0.05 0.02 -0.10
C -4.786 2.401 -0.871 0.05 -0.03 0.08
C -3.528 2.354 -0.302 0.14 0.00 0.07
H -0.796 5.207 -0.944 0.04 0.06 -0.10
H -0.892 7.220 0.509 0.02 0.05 -0.05
H -1.063 6.956 2.954 -0.01 0.07 0.05
H -1.182 4.703 3.952 0.01 -0.02 0.07
H -1.092 2.709 2.499 0.06 -0.12 0.07
H -1.635 2.881 -3.052 0.01 -0.06 -0.08
H -3.900 2.925 -4.093 0.00 0.03 -0.09
H -5.899 2.639 -2.678 -0.11 -0.02 -0.08
H -5.660 2.271 -0.250 -0.08 -0.03 0.02
H -3.410 2.178 0.758 -0.03 0.00 0.16
O 1.089 0.676 0.719 0.09 0.96 -0.32
S 1.092 -0.811 0.783 -0.31 -1.96 1.75
C 1.465 -1.123 2.541 0.37 0.05 -0.18
C 0.858 -0.310 3.483 0.02 0.09 -0.02
C 0.960 -0.624 4.824 -0.03 0.09 -0.14
C 1.695 -1.731 5.220 0.03 -0.06 -0.01
C 2.335 -2.518 4.276 -0.05 -0.05 0.11
C 2.210 -2.221 2.928 0.01 0.07 -0.31
C -0.589 -1.389 1.149 -0.11 -0.15 -0.30
C -1.629 -0.503 1.351 0.10 0.12 -0.03
C -2.891 -0.981 1.651 0.10 -0.04 0.01
C -3.104 -2.347 1.750 -0.05 -0.07 0.12
C -2.053 -3.231 1.560 -0.11 0.01 -0.04
C -0.788 -2.756 1.258 0.17 0.18 0.02
H 0.304 0.553 3.141 -0.05 0.10 0.10
H 0.458 -0.008 5.553 0.02 0.06 0.11
H 1.765 -1.978 6.267 0.06 -0.03 0.12
H 2.917 -3.373 4.587 0.04 -0.05 0.02
H 2.676 -2.848 2.180 0.10 -0.06 -0.06
H -1.441 0.553 1.234 -0.04 0.02 0.07
H -3.706 -0.283 1.775 -0.11 0.03 0.05
H -4.090 -2.731 1.971 -0.08 -0.01 0.02
H -2.228 -4.294 1.623 0.04 -0.11 0.03
H 0.039 -3.437 1.116 -0.01 -0.09 -0.02



No. 3
70
Properties=species:S:1:pos:R:3:forces:R:3 method="wB97M-V/def2-TZVPD" homo_ev="-10.277 / -10.277" spin_multiplicity=2 mol_weight_g_mol=541.479
C -21.049 5.368 18.163 0.14 -0.03 -0.33
O -20.608 6.410 17.348 -0.35 -1.04 1.02
H -20.332 4.590 18.428 0.73 0.02 -0.39
H -21.375 5.690 19.152 -0.17 0.90 0.05
H -21.918 4.856 17.750 -0.35 0.13 -0.34
C -25.323 4.098 17.409 -0.09 1.93 -0.34
C -25.236 2.617 17.260 -2.16 3.35 -0.93
C -24.093 2.258 16.396 -0.75 -0.23 -2.24
O -23.345 1.392 17.189 0.96 -0.97 0.09
C -23.841 1.402 18.417 0.54 -1.03 4.06
O -23.387 0.826 19.403 -0.70 1.16 -2.61
O -24.922 2.216 18.501 1.71 -2.77 2.85
H -24.398 4.483 17.839 0.38 -0.27 -0.01
H -26.060 4.448 18.132 -0.38 -0.26 -0.39
H -25.403 4.639 16.466 -0.44 -0.05 -0.09
H -26.217 2.212 17.013 0.14 -0.31 -0.54
H -23.494 3.091 16.030 0.07 0.04 0.30
H -24.554 1.772 15.536 0.77 -0.45 -0.27
C -19.791 5.524 22.373 0.08 -0.05 -1.46
C -18.353 5.538 21.866 0.32 1.18 1.26
C -17.663 4.406 21.160 -2.23 -1.75 0.95
O -17.042 4.981 20.080 1.29 1.00 -1.19
C -17.341 6.321 20.016 2.43 1.77 -3.55
O -16.840 7.106 19.195 -1.69 -2.79 2.65
O -18.238 6.616 20.914 -0.92 0.51 0.87
H -20.072 4.652 22.964 0.32 0.39 0.48
H -20.456 5.500 21.510 -0.01 -0.20 -0.33
H -19.976 6.520 22.774 -0.07 -0.37 0.73
H -17.694 5.814 22.688 -0.11 0.26 0.27
H -18.426 3.699 20.834 0.01 -0.30 -0.44
H -17.034 3.841 21.848 0.53 0.26 -0.32
C -21.026 -1.094 18.010 -0.75 0.09 0.69
C -20.184 0.163 17.772 -1.41 -0.87 -0.80
C -20.132 1.314 18.789 -1.31 -1.07 0.45
O -18.792 1.330 19.202 0.84 0.85 0.47
C -18.054 0.469 18.501 3.28 0.07 -1.34
O -16.817 0.470 18.477 -3.69 -0.39 0.42
O -18.856 -0.295 17.722 1.83 0.24 0.28
H -22.099 -1.011 17.839 0.05 0.68 -0.04
H -20.951 -1.404 19.053 0.25 -0.19 0.01
H -20.743 -1.916 17.353 0.55 0.20 0.06
H -20.458 0.535 16.785 0.20 0.22 -0.11
H -20.728 1.098 19.676 -0.24 0.07 -0.13
H -20.461 2.259 18.355 0.33 0.09 0.01
C -18.798 3.630 15.616 -1.52 -0.55 0.02
C -17.806 4.256 16.537 0.76 -0.52 -0.32
C -16.589 3.399 16.875 -1.16 -1.23 0.04
O -15.574 3.920 16.069 1.32 0.37 -0.39
C -15.940 5.110 15.508 2.18 1.64 0.58
O -15.169 5.928 15.019 -2.04 -2.44 0.65
O -17.234 5.299 15.737 -0.60 1.14 0.28
H -18.352 3.318 14.671 0.14 0.22 0.05
H -19.624 4.318 15.434 0.21 0.35 -0.34
H -19.334 2.758 15.991 0.34 -0.32 0.50
H -18.175 4.598 17.504 -0.47 0.68 -0.46
H -16.762 2.347 16.650 0.10 -0.06 -0.53
H -16.426 3.350 17.952 0.81 0.77 -0.02
C -25.571 4.963 20.818 0.56 -0.68 1.98
C -25.054 6.402 20.859 -0.64 -3.39 0.37
C -23.566 6.591 21.088 -0.23 -0.12 -0.14
O -23.282 7.569 20.101 0.79 0.70 -0.35
C -24.311 7.653 19.212 1.16 3.74 -1.29
O -24.426 8.496 18.350 0.78 -1.56 0.98
O -25.210 6.787 19.520 -2.38 -0.27 0.06
H -26.575 4.778 20.438 0.17 0.63 -0.46
H -25.678 4.663 21.861 0.13 -0.31 0.25
H -24.852 4.263 20.393 -0.11 0.12 -0.32
H -25.615 6.868 21.669 -0.41 1.15 -0.81
H -22.987 5.691 20.881 0.04 -0.14 0.04
H -23.339 6.967 22.086 0.11 0.08 -0.18



No. 4
120
Properties=species:S:1:pos:R:3:forces:R:3 method="wB97M-V/def2-TZVPD" homo_ev="-15.996 / -15.995" spin_multiplicity=3 charge=+4 e_above_lowest_ev=1.667 mol_weight_g_mol=1348.621
W 0.088 0.528 0.476 2.35 -0.37 1.58
C -4.348 0.613 1.016 0.11 -0.16 -0.17
C -3.025 1.023 1.098 0.02 -0.40 -0.41
N -2.064 0.519 0.286 -0.97 -0.07 -0.47
C -2.541 -0.272 -0.725 0.40 0.13 0.32
C -3.851 -0.742 -0.717 -0.02 0.22 0.23
N -4.745 -0.335 0.170 0.07 0.15 0.01
C -1.600 -0.532 -1.812 0.31 0.13 0.26
C -2.033 -1.008 -3.034 0.20 0.09 -0.13
C -1.151 -1.059 -4.113 0.04 0.22 0.13
C 0.160 -0.661 -3.850 -0.11 0.11 0.08
C 0.558 -0.218 -2.600 -0.13 -0.05 -0.12
N -0.316 -0.138 -1.559 -0.50 -0.08 -0.34
C 1.970 0.133 -2.372 -0.03 0.25 0.12
C 2.897 0.277 -3.411 0.04 0.09 0.05
N 4.178 0.495 -3.179 0.00 0.03 0.08
C 4.561 0.575 -1.905 -0.02 -0.02 -0.03
C 3.641 0.511 -0.869 -0.07 -0.15 -0.09
N 2.344 0.308 -1.109 -0.13 -0.05 -0.10
C -1.574 -1.490 -5.455 -0.03 -0.07 0.06
C -2.857 -1.225 -5.924 0.02 -0.05 0.05
C -3.206 -1.689 -7.185 -0.09 0.00 -0.06
N -2.382 -2.383 -7.962 0.01 0.03 0.01
C -1.155 -2.621 -7.516 0.04 0.00 0.00
C -0.698 -2.193 -6.278 -0.05 0.27 0.02
H -5.094 1.044 1.673 0.00 -0.01 0.02
H -2.759 1.767 1.818 0.04 -0.07 0.11
H -4.171 -1.487 -1.433 -0.07 0.01 -0.05
H -3.061 -1.309 -3.164 -0.03 0.02 -0.03
H 0.884 -0.704 -4.647 -0.01 0.03 -0.03
H 2.603 0.240 -4.451 -0.02 -0.04 -0.03
H 5.617 0.709 -1.710 0.02 0.01 0.00
H 3.958 0.620 0.159 0.01 -0.05 0.01
H -3.568 -0.647 -5.349 -0.04 -0.01 0.02
H -4.193 -1.498 -7.588 -0.01 0.02 0.01
H -0.508 -3.184 -8.179 0.03 -0.02 -0.03
H 0.309 -2.431 -5.961 -0.39 0.39 -0.09
Se 3.083 4.009 -1.910 -0.12 -0.13 -0.15
Se 1.070 2.820 -0.205 -0.23 0.50 0.08
C 2.312 2.252 1.143 0.29 0.01 -0.39
C 3.476 2.883 1.545 0.04 -0.08 0.07
C 4.263 2.255 2.502 -0.09 0.01 -0.04
C 3.865 1.022 3.016 -0.07 0.00 -0.07
C 2.691 0.454 2.559 0.02 0.02 0.05
N 1.925 1.064 1.642 -0.34 0.14 -0.45
C 2.044 3.909 -3.464 0.08 0.03 0.09
C 2.627 4.438 -4.620 -0.03 0.06 -0.11
C 1.873 4.435 -5.788 0.01 0.02 0.02
C 0.589 3.927 -5.736 0.04 0.05 0.00
C 0.102 3.420 -4.522 -0.01 -0.04 0.11
N 0.808 3.389 -3.404 0.01 -0.03 0.07
H 3.756 3.842 1.130 0.01 0.01 0.02
H 5.178 2.720 2.845 0.02 0.01 0.02
H 4.457 0.509 3.761 0.01 0.00 0.02
H 2.340 -0.502 2.923 0.04 0.01 -0.06
H 3.624 4.855 -4.598 0.03 0.00 -0.02
H 2.279 4.840 -6.704 0.01 0.00 -0.01
H -0.044 3.929 -6.612 -0.02 -0.01 -0.01
H -0.909 3.032 -4.461 0.02 -0.01 -0.03
C 0.781 3.545 3.317 0.15 -0.08 -0.01
As -0.587 2.482 2.449 -0.42 0.29 -0.17
C -1.599 3.942 1.632 -0.07 0.00 -0.08
C -1.735 2.136 4.027 -0.02 -0.15 0.00
C -1.599 0.826 4.804 0.12 -0.04 0.10
C -0.177 0.714 5.362 -0.04 -0.07 -0.05
C -1.943 -0.374 3.915 0.04 0.26 0.28
As -0.624 -0.947 2.618 -1.11 -0.54 -0.59
C 0.493 -2.164 3.633 0.31 0.26 0.05
C -1.726 -2.306 1.742 0.02 -0.02 -0.05
C -2.615 0.863 5.965 0.05 0.05 0.02
As -2.613 -0.786 7.101 0.01 -0.11 -0.01
C -4.501 -1.238 6.884 -0.02 0.06 0.02
C -2.722 0.064 8.848 -0.02 0.03 0.02
H 1.429 2.946 3.954 -0.02 0.00 0.01
H 0.222 4.258 3.924 0.05 -0.04 0.02
H 1.369 4.093 2.589 -0.06 0.07 0.02
H -0.929 4.792 1.508 -0.02 -0.02 0.02
H -2.418 4.227 2.294 0.04 0.01 -0.02
H -1.996 3.674 0.654 0.00 -0.02 0.04
H -2.772 2.294 3.720 0.02 0.00 0.01
H -1.466 2.971 4.680 -0.10 -0.01 -0.02
H 0.577 0.719 4.560 0.01 0.01 0.01
H -0.055 -0.205 5.938 0.01 0.01 -0.01
H 0.045 1.553 6.024 0.00 0.01 0.01
H -2.882 -0.200 3.386 0.00 -0.06 0.00
H -2.085 -1.265 4.538 0.01 0.03 -0.02
H -0.213 -2.714 4.257 0.08 0.01 0.01
H 1.218 -1.664 4.270 -0.06 -0.04 0.03
H 0.993 -2.854 2.958 -0.03 -0.03 0.00
H -1.645 -3.244 2.290 -0.01 0.03 0.00
H -1.404 -2.472 0.714 -0.01 -0.02 0.05
H -2.771 -1.997 1.750 0.03 0.02 -0.01
H -3.627 1.002 5.575 0.00 0.02 -0.03
H -2.396 1.717 6.610 0.00 0.02 0.00
H -4.700 -1.561 5.862 0.00 -0.02 0.01
H -5.136 -0.387 7.127 -0.01 0.00 -0.01
H -4.745 -2.059 7.557 0.01 -0.02 -0.02
H -1.746 0.440 9.149 0.00 0.00 0.00
H -3.038 -0.692 9.566 0.03 0.01 0.01
H -3.448 0.876 8.849 -0.01 -0.01 0.00
C 1.868 -4.015 -5.790 0.14 -0.32 -0.02
C 1.763 -3.614 -4.351 0.04 -0.09 0.10
C 2.887 -3.131 -3.668 -0.05 0.00 -0.04
C 2.838 -2.838 -2.320 -0.08 0.01 0.03
C 1.633 -2.998 -1.633 0.00 -0.08 -0.11
C 0.501 -3.472 -2.296 0.09 -0.15 0.01
C 0.570 -3.770 -3.645 0.06 -0.17 0.09
S 1.433 -2.839 0.105 -0.25 -0.21 0.09
C 3.102 -3.018 0.701 0.06 0.03 -0.04
O 1.093 -1.386 0.538 -0.03 0.28 -0.06
H 2.537 -3.358 -6.344 0.02 0.03 -0.04
H 0.895 -4.039 -6.278 0.27 -0.31 0.04
H 2.285 -5.023 -5.856 0.05 -0.01 0.02
H 3.823 -3.019 -4.201 0.04 -0.01 -0.01
H 3.739 -2.510 -1.819 0.00 0.02 0.02
H -0.421 -3.643 -1.750 0.01 -0.05 0.02
H -0.299 -4.179 -4.146 -0.02 0.02 -0.02
H 3.693 -2.153 0.406 0.01 -0.02 0.01
H 3.516 -3.937 0.288 -0.02 -0.04 0.00
H 3.054 -3.103 1.784 -0.01 0.03 0.03